(i)
Below is 2 unconnected molecules or ions with the total composition ClH3NPS, with properties calculated with ωB97M-V/def2-TZVPD.

Calculated values
LUMO   -1.0 eV
Structure (SMILES)   [H]/N=P/[H].SCl
HOMO   -9.252 eV
Frontier orbital gap   8.30 eV

ORCA input file:
```
! RIJCOSX wB97M-V def2-TZVPD def2/J DEFGRID3
* xyz 0 1
H -0.670 -1.334 -0.263
N -1.290 -0.664 0.179
P -1.837 0.642 -0.429
H -2.218 1.386 0.727
S 1.294 0.149 0.261
Cl 3.143 0.860 -0.291
H 1.577 -1.039 -0.183
*
```



(ii)
Below is a molecular structure, ClH3NPS, with properties calculated with ωB97M-V/def2-TZVPD.

Calculated values
LUMO (spin up / spin down)   -2.8 / -2.7 eV
HOMO (spin up / spin down)   -8.816 / -9.337 eV
Frontier orbital gap (spin up / spin down)   6.04 / 6.69 eV

ORCA input file:
```
! RIJCOSX wB97M-V def2-TZVPD def2/J DEFGRID3
* xyz 0 1
N 1.402 0.342 0.746
P 0.417 -0.058 -2.060
S 0.082 0.116 0.057
Cl -1.535 -1.827 1.062
H 1.448 0.571 1.750
H -0.958 -0.306 -2.087
H -0.857 1.163 0.532
*
```



What should be chosen as the most stable of them? Choose (i).



(i)
Below is a single C24H34N2O3 molecule, with properties calculated with ωB97M-V/def2-TZVPD.

Calculated values
LUMO   0.8 eV
Structure (SMILES)   COc1cc(CN2CCN(C(C)C)[C@H](CCO)C2)ccc1OCc1ccccc1
HOMO   -7.847 eV
Frontier orbital gap   8.62 eV

ORCA input file:
```
! RIJCOSX wB97M-V def2-TZVPD def2/J DEFGRID3
* xyz 0 1
C -1.697 -2.002 -3.957
O -1.994 -2.764 -2.815
C -1.143 -2.701 -1.742
C 0.106 -2.096 -1.795
C 0.968 -2.098 -0.709
C 2.280 -1.365 -0.752
N 2.300 -0.354 0.292
C 3.591 0.280 0.459
C 3.548 1.185 1.700
N 2.461 2.139 1.715
C 2.725 3.496 1.273
C 3.576 4.217 2.325
C 3.369 3.649 -0.112
C 1.193 1.534 1.352
C 0.677 0.690 2.532
C -0.826 0.427 2.457
O -1.595 1.607 2.386
C 1.292 0.667 0.090
C 0.575 -2.738 0.457
C -0.676 -3.312 0.538
C -1.563 -3.284 -0.534
O -2.780 -3.859 -0.297
C -3.921 -3.407 -1.004
C -4.051 -1.906 -1.071
C -3.570 -1.105 -0.043
C -3.650 0.275 -0.129
C -4.229 0.865 -1.239
C -4.733 0.072 -2.257
C -4.639 -1.305 -2.176
H -1.592 -0.940 -3.713
H -0.790 -2.357 -4.457
H -2.547 -2.133 -4.625
H 0.426 -1.611 -2.705
H 2.443 -0.929 -1.755
H 3.101 -2.062 -0.550
H 3.872 0.863 -0.437
H 4.349 -0.493 0.611
H 3.435 0.538 2.578
H 4.495 1.715 1.795
H 1.748 3.994 1.245
H 3.599 5.284 2.117
H 3.153 4.060 3.313
H 4.599 3.849 2.325
H 4.361 3.204 -0.130
H 2.758 3.181 -0.879
H 3.466 4.706 -0.353
H 0.470 2.336 1.167
H 1.195 -0.267 2.540
H 0.909 1.226 3.456
H -1.132 -0.170 3.329
H -1.070 -0.139 1.556
H -1.348 2.174 3.126
H 1.531 1.301 -0.784
H 0.332 0.186 -0.099
H 1.240 -2.754 1.306
H -1.011 -3.787 1.448
H -3.937 -3.826 -2.017
H -4.762 -3.830 -0.440
H -3.127 -1.563 0.829
H -3.256 0.887 0.669
H -4.290 1.941 -1.310
H -5.192 0.529 -3.123
H -5.019 -1.923 -2.977
*
```



(ii)
Below is 2 unconnected molecules or ions with the total composition C24H34N2O3, with properties calculated with ωB97M-V/def2-TZVPD.

Calculated values
LUMO   0.4 eV
Structure (SMILES)   CNC(=O)[C@H](CC(C)C)NC(C)=O.CC(C)(c1ccccc1)c1ccc(O)cc1
HOMO   -7.981 eV
Frontier orbital gap   8.38 eV

ORCA input file:
```
! RIJCOSX wB97M-V def2-TZVPD def2/J DEFGRID3
* xyz 0 1
C -3.845 1.563 3.596
N -2.460 1.111 3.459
C -1.869 0.329 2.543
O -0.672 0.118 2.685
C -2.603 -0.333 1.345
C -2.170 0.306 0.007
C -2.570 -0.461 -1.271
C -2.267 0.396 -2.502
C -1.809 -1.780 -1.416
N -4.071 -0.336 1.403
C -4.847 -1.396 1.181
C -6.336 -1.145 1.199
O -4.418 -2.519 0.961
H -4.502 0.710 3.779
H -4.159 2.102 2.700
H -3.922 2.239 4.450
H -1.816 1.423 4.171
H -2.257 -1.368 1.349
H -2.582 1.314 -0.040
H -1.089 0.391 0.004
H -3.641 -0.664 -1.265
H -2.833 1.325 -2.453
H -2.556 -0.142 -3.405
H -1.203 0.626 -2.547
H -2.076 -2.454 -0.602
H -2.084 -2.262 -2.355
H -0.733 -1.606 -1.404
H -4.528 0.542 1.580
H -6.853 -2.090 1.039
H -6.624 -0.731 2.164
H -6.592 -0.452 0.399
C 4.154 1.892 0.678
C 2.984 1.131 0.018
C 1.709 1.754 0.626
C 2.927 1.286 -1.509
C 3.967 1.879 -2.255
C 3.905 1.955 -3.650
C 2.800 1.447 -4.333
C 1.759 0.854 -3.618
C 1.829 0.767 -2.224
C 3.165 -0.357 0.334
C 2.318 -1.069 1.207
C 2.534 -2.427 1.469
C 3.598 -3.101 0.876
O 3.806 -4.422 1.144
C 4.446 -2.416 0.009
C 4.231 -1.062 -0.260
H 4.092 2.963 0.459
H 4.128 1.764 1.765
H 5.121 1.522 0.328
H 0.823 1.194 0.337
H 1.586 2.786 0.282
H 1.759 1.762 1.719
H 4.847 2.287 -1.772
H 4.719 2.414 -4.203
H 2.752 1.506 -5.416
H 0.903 0.442 -4.143
H 1.028 0.266 -1.692
H 1.484 -0.589 1.703
H 1.871 -2.963 2.142
H 4.561 -4.745 0.629
H 5.276 -2.926 -0.466
H 4.903 -0.553 -0.944
*
```



What should be chosen as the most stable of them? Choose (ii).



(i)
Below is 2 unconnected molecules or ions with the total composition C4H10NO, with properties calculated with ωB97M-V/def2-TZVPD.

Calculated values
LUMO (spin up / spin down)   -11.4 / -14.0 eV
HOMO (spin up / spin down)   -16.627 / -16.620 eV
Frontier orbital gap (spin up / spin down)   5.22 / 2.62 eV

ORCA input file:
```
! RIJCOSX wB97M-V def2-TZVPD def2/J DEFGRID3
* xyz 2 2
C -0.223 -1.659 -3.209
C -0.088 -0.795 -2.081
C -0.165 -1.249 -0.745
N 0.132 -0.368 0.316
C -0.107 -0.630 1.564
H -1.121 -2.234 -3.272
H -0.142 -1.120 -4.151
H 0.591 -2.418 -3.228
H 0.075 0.278 -2.201
H -0.274 -2.282 -0.421
H 0.818 0.367 0.126
H -0.892 -1.348 1.800
H 0.356 -0.094 2.393
H -0.509 3.485 3.100
H 0.405 4.232 4.038
O 0.427 3.656 3.260
*
```



(ii)
Below is 2 unconnected molecules or ions with the total composition C4H10NO, with properties calculated with ωB97M-V/def2-TZVPD.

Calculated values
LUMO (spin up / spin down)   -10.4 / -13.9 eV
HOMO (spin up / spin down)   -20.026 / -19.992 eV
Frontier orbital gap (spin up / spin down)   9.63 / 6.08 eV

ORCA input file:
```
! RIJCOSX wB97M-V def2-TZVPD def2/J DEFGRID3
* xyz 2 2
C -0.960 1.796 1.387
C -0.164 0.911 0.587
C 1.050 1.232 -0.030
C -0.666 -1.178 -0.452
N -0.458 -0.513 0.642
H -1.655 1.192 1.978
H -0.426 2.416 2.108
H -1.543 2.513 0.758
H 1.727 0.467 -0.382
H 1.499 2.221 -0.045
H -0.665 -2.260 -0.547
H -0.867 -0.775 -1.441
H -0.384 -0.898 1.587
H 1.829 -1.881 -1.881
H 0.771 -3.088 -2.239
O 0.911 -2.155 -2.029
*
```



What should be chosen as the most stable of them? Choose (i).



(i)
Below is a single C2H3FSi molecule, with properties calculated with ωB97M-V/def2-TZVPD.

Calculated values
LUMO   -2.1 eV
HOMO   -8.351 eV
Frontier orbital gap   6.27 eV

ORCA input file:
```
! RIJCOSX wB97M-V def2-TZVPD def2/J DEFGRID3
* xyz 0 1
C -0.081 0.477 0.298
C -0.022 1.864 0.357
F -0.452 2.341 1.636
Si 0.136 -0.988 -0.823
H -0.231 -0.216 1.266
H 1.110 -2.065 -0.508
H -0.461 -1.412 -2.225
*
```



(ii)
Below is a single C2H3FSi molecule, with properties calculated with ωB97M-V/def2-TZVPD.

Calculated values
LUMO   0.2 eV
Structure (SMILES)   FC1=C[SiH2]1
HOMO   -9.944 eV
Frontier orbital gap   10.14 eV

ORCA input file:
```
! RIJCOSX wB97M-V def2-TZVPD def2/J DEFGRID3
* xyz 0 1
F 1.450 1.422 2.416
C 0.820 0.677 1.365
C 1.416 0.131 0.260
Si -0.545 0.115 0.186
H 2.401 -0.221 -0.171
H -1.446 1.115 -0.224
H -1.346 -1.070 0.490
*
```



What should be chosen as the most stable of them? Choose (ii).



(i)
Below is a molecular structure, C26H20Br2F5N3O2SW, with properties calculated with ωB97M-V/def2-TZVPD.

Calculated values
LUMO (spin up / spin down)   -7.3 / -7.0 eV
HOMO (spin up / spin down)   -13.621 / -13.668 eV
Frontier orbital gap (spin up / spin down)   6.36 / 6.66 eV

ORCA input file:
```
! RIJCOSX wB97M-V def2-TZVPD def2/J DEFGRID3
* xyz 2 3
W -0.001 -0.688 -0.458
F 5.609 1.226 3.748
C 4.797 0.989 2.739
C 3.425 0.986 2.935
F 2.927 1.224 4.141
C 2.578 0.740 1.873
F 1.255 0.781 2.111
C 3.068 0.483 0.602
S 2.106 0.242 -0.856
C 4.450 0.490 0.432
F 4.974 0.244 -0.767
C 5.312 0.740 1.478
F 6.620 0.737 1.283
O -2.012 -1.777 -0.421
C -2.257 -2.902 0.490
C -2.499 -2.448 1.909
C -1.378 -1.564 2.475
C -0.028 -2.193 2.321
C 0.440 -3.075 3.285
C 1.674 -3.677 3.146
C 2.437 -3.380 2.025
C 1.923 -2.515 1.094
N 0.707 -1.933 1.213
H -2.801 -1.216 -0.451
H -1.363 -3.517 0.408
H -3.096 -3.476 0.104
H -2.629 -3.352 2.510
H -3.438 -1.892 1.971
H -1.556 -1.374 3.532
H -1.399 -0.590 1.992
H -0.175 -3.262 4.156
H 2.043 -4.358 3.903
H 3.420 -3.803 1.875
H 2.494 -2.244 0.219
C 0.125 -0.713 -4.104
C -0.605 0.455 -3.514
C -1.120 1.428 -4.389
C -1.703 2.567 -3.916
C -1.799 2.767 -2.525
C -2.319 3.926 -1.884
Br -2.944 5.361 -2.912
C -2.358 4.016 -0.525
C -1.907 2.939 0.274
Br -1.981 3.058 2.134
C -1.424 1.820 -0.322
O -0.975 0.717 0.357
C -1.331 1.733 -1.712
N -0.737 0.581 -2.193
H 0.396 -0.499 -5.134
H -0.510 -1.601 -4.103
H 1.039 -0.920 -3.552
H -1.018 1.266 -5.453
H -2.077 3.320 -4.597
H -2.736 4.907 -0.046
C 0.870 -4.576 -2.968
C 0.581 -3.378 -2.183
N 0.366 -2.426 -1.584
H 0.599 -5.465 -2.403
H 1.936 -4.598 -3.196
H 0.305 -4.545 -3.899
*
```



(ii)
Below is a molecular structure, C26H20Br2F5N3O2SW, with properties calculated with ωB97M-V/def2-TZVPD.

Calculated values
LUMO (spin up / spin down)   -7.8 / -7.2 eV
HOMO (spin up / spin down)   -13.556 / -13.728 eV
Frontier orbital gap (spin up / spin down)   5.72 / 6.51 eV

ORCA input file:
```
! RIJCOSX wB97M-V def2-TZVPD def2/J DEFGRID3
* xyz 2 3
W 0.095 0.447 -0.229
F -3.964 -0.092 6.041
C -3.508 0.180 4.840
C -2.448 -0.548 4.318
F -1.882 -1.519 5.019
C -1.984 -0.254 3.052
F -0.994 -1.001 2.563
C -2.526 0.769 2.277
S -1.990 1.255 0.665
C -3.595 1.480 2.824
F -4.151 2.457 2.123
C -4.086 1.192 4.086
F -5.101 1.874 4.580
O 0.516 2.755 -0.450
C 0.813 3.286 -1.774
C -0.462 3.584 -2.544
C -1.379 2.356 -2.633
C -0.678 1.160 -3.206
C -0.412 1.110 -4.565
C 0.208 0.005 -5.117
C 0.526 -1.054 -4.276
C 0.267 -0.937 -2.934
N -0.304 0.157 -2.370
H -0.049 3.389 0.006
H 1.419 2.519 -2.257
H 1.420 4.185 -1.673
H -0.191 3.940 -3.539
H -1.014 4.387 -2.049
H -2.241 2.594 -3.257
H -1.771 2.107 -1.651
H -0.707 1.944 -5.189
H 0.432 -0.036 -6.174
H 0.970 -1.961 -4.660
H 0.520 -1.755 -2.278
C -2.173 -2.186 -0.032
C -0.747 -2.544 0.239
C -0.414 -3.837 0.660
C 0.893 -4.213 0.827
C 1.923 -3.302 0.526
C 3.312 -3.586 0.551
Br 3.917 -5.295 1.069
C 4.228 -2.633 0.185
C 3.813 -1.363 -0.232
Br 5.060 -0.053 -0.744
C 2.470 -1.034 -0.273
O 1.977 0.109 -0.754
C 1.533 -2.006 0.145
N 0.209 -1.619 0.041
H -2.689 -3.029 -0.489
H -2.239 -1.331 -0.698
H -2.701 -1.954 0.896
H -1.216 -4.539 0.839
H 1.141 -5.213 1.159
H 5.283 -2.868 0.207
C 2.758 2.331 2.994
C 1.828 1.603 2.180
N 1.086 1.021 1.530
H 3.212 3.125 2.399
H 3.547 1.671 3.357
H 2.243 2.770 3.850
*
```



What should be chosen as the most stable of them? Choose (i).



(i)
Below is a single C26H29N5O5 molecule, with properties calculated with ωB97M-V/def2-TZVPD.

Calculated values
LUMO   0.6 eV
Structure (SMILES)   CC(C)C[C@H](NC(=O)N1CC(=O)Nc2ccccc21)C(=O)N[C@H](Cc1c[nH]c2ccccc12)C(=O)O
HOMO   -7.793 eV
Frontier orbital gap   8.42 eV

ORCA input file:
```
! RIJCOSX wB97M-V def2-TZVPD def2/J DEFGRID3
* xyz 0 1
C -3.259 -4.611 -0.179
C -4.394 -3.635 0.114
C -5.659 -4.059 -0.631
C -4.019 -2.204 -0.286
C -2.796 -1.679 0.458
N -2.832 -0.221 0.529
C -2.037 0.408 1.440
O -1.520 -0.178 2.380
N -1.883 1.768 1.287
C -0.803 2.397 2.016
C 0.312 2.838 1.078
O 1.489 2.794 1.351
N -0.147 3.356 -0.089
C -1.480 3.342 -0.478
C -1.925 4.108 -1.547
C -3.254 4.065 -1.928
C -4.148 3.264 -1.237
C -3.716 2.495 -0.170
C -2.379 2.515 0.211
C -1.480 -1.996 -0.269
O -1.408 -2.156 -1.470
N -0.403 -1.984 0.551
C 0.907 -1.788 -0.032
C 1.979 -1.737 1.072
C 3.356 -1.715 0.498
C 4.086 -2.797 0.096
N 5.286 -2.391 -0.419
C 5.354 -1.029 -0.364
C 6.361 -0.161 -0.767
C 6.148 1.189 -0.587
C 4.965 1.665 -0.016
C 3.963 0.812 0.388
C 4.149 -0.560 0.212
C 0.918 -0.483 -0.816
O 0.176 0.444 -0.604
O 1.849 -0.473 -1.760
H -2.385 -4.389 0.428
H -3.573 -5.631 0.033
H -2.968 -4.547 -1.225
H -4.603 -3.650 1.190
H -5.960 -5.060 -0.332
H -6.480 -3.377 -0.419
H -5.481 -4.060 -1.704
H -4.863 -1.543 -0.079
H -3.806 -2.171 -1.357
H -2.767 -2.048 1.487
H -2.951 0.236 -0.365
H -0.415 1.679 2.741
H -1.176 3.280 2.551
H 0.536 3.732 -0.733
H -1.222 4.730 -2.082
H -3.592 4.660 -2.762
H -5.188 3.239 -1.525
H -4.412 1.883 0.382
H -0.543 -1.597 1.482
H 1.118 -2.603 -0.732
H 1.812 -0.848 1.683
H 1.848 -2.622 1.697
H 3.835 -3.839 0.145
H 6.001 -2.998 -0.780
H 7.277 -0.533 -1.204
H 6.910 1.893 -0.888
H 4.836 2.729 0.115
H 3.061 1.205 0.832
H 1.878 0.383 -2.216
*
```



(ii)
Below is a single C26H29N5O5 molecule, with properties calculated with ωB97M-V/def2-TZVPD.

Calculated values
LUMO   0.6 eV
Structure (SMILES)   Cc1cc(NC(=O)CCC(=O)N(c2ccccc2)[C@@H](C(=O)NC[C@@H]2CCCO2)c2cccnc2)no1
HOMO   -9.172 eV
Frontier orbital gap   9.77 eV

ORCA input file:
```
! RIJCOSX wB97M-V def2-TZVPD def2/J DEFGRID3
* xyz 0 1
C -3.628 -2.856 3.300
C -2.544 -2.720 2.299
C -2.503 -2.949 0.955
C -1.168 -2.617 0.601
N -0.567 -2.641 -0.636
C -1.237 -2.636 -1.833
O -2.425 -2.832 -1.932
C -0.333 -2.304 -3.005
C -0.170 -0.774 -3.079
C 0.441 -0.288 -1.779
O 1.532 -0.695 -1.400
N -0.313 0.500 -0.988
C -1.569 1.052 -1.351
C -1.636 2.064 -2.300
C -2.862 2.615 -2.626
C -4.015 2.163 -2.006
C -3.945 1.156 -1.059
C -2.724 0.597 -0.728
C 0.281 0.846 0.305
C 1.611 1.582 0.024
O 1.718 2.369 -0.891
N 2.568 1.321 0.926
C 3.918 1.818 0.810
C 4.896 0.663 0.537
C 4.702 0.020 -0.843
C 4.950 -1.459 -0.562
C 4.374 -1.580 0.845
O 4.704 -0.368 1.503
C -0.608 1.733 1.126
C -1.173 1.273 2.309
C -2.009 2.114 3.026
C -2.244 3.386 2.528
N -1.690 3.842 1.418
C -0.891 3.042 0.740
N -0.490 -2.221 1.655
O -1.341 -2.288 2.716
H -4.508 -3.286 2.831
H -3.302 -3.495 4.118
H -3.880 -1.881 3.715
H -3.274 -3.288 0.298
H 0.419 -2.409 -0.629
H 0.645 -2.769 -2.877
H -0.796 -2.667 -3.922
H 0.514 -0.528 -3.893
H -1.136 -0.307 -3.266
H -0.724 2.413 -2.760
H -2.916 3.404 -3.361
H -4.970 2.598 -2.260
H -4.843 0.800 -0.577
H -2.664 -0.192 0.007
H 0.482 -0.089 0.847
H 2.452 0.571 1.590
H 3.943 2.537 -0.010
H 4.194 2.314 1.746
H 5.920 1.044 0.656
H 5.378 0.438 -1.584
H 3.674 0.157 -1.177
H 6.018 -1.680 -0.556
H 4.447 -2.111 -1.271
H 3.283 -1.700 0.794
H 4.798 -2.400 1.429
H -0.961 0.274 2.663
H -2.465 1.788 3.948
H -2.896 4.078 3.043
H -0.445 3.462 -0.151
*
```



What should be chosen as the most stable of them? Choose (i).